(1)
Here is an isolated molecule of C6H7N in a non-equilibrium geometry from the Open Molecules 2025 dataset. Energies are from wB97M-V/def2-TZVPD.

- SMILES: [H]/N=C1\CC=CC1=C
- E_tot: -7824.0551 eV
- Spin multiplicity: 1
- LUMO level: 0.63 eV
- E_HOMO: -8.6 eV
- Kohn-Sham gap: 9.22 eV
- Molar mass: 93.13 g mol⁻¹

Atoms and positions in Å:
1 H -1.236644 2.529257 0.097234
2 N -1.434783 1.533414 0.180010
3 C -0.428154 0.779231 0.079354
4 C 1.024208 1.152578 -0.071411
5 C 1.642341 -0.200660 0.115091
6 C 0.787362 -1.219236 -0.055306
7 C -0.568610 -0.725827 -0.082330
8 C -1.718559 -1.398357 -0.040038
9 H 1.335850 1.846115 0.715314
10 H 1.254048 1.614538 -1.034524
11 H 2.710501 -0.297511 0.227751
12 H 1.035600 -2.267036 -0.082820
13 H -1.746162 -2.472849 0.040946
14 H -2.656997 -0.873657 -0.089271

Atoms 1-3, force components in eV/Å:
0.34 -0.08 0.36
-0.50 -0.11 -0.13
-1.05 0.22 -1.47

Charges computed using Mulliken, reported in e: 0.24, -0.68, 0.31, -0.45, -0.43, -0.66, 0.58, -0.89, 0.28, 0.26, 0.40, 0.41, 0.29, 0.32

(2)
Here is a 9-piece molecular cluster, C41H89BBrN3O22S overall in a non-equilibrium geometry from the Open Molecules 2025 dataset. Energies are from wB97M-V/def2-TZVPD.

- SMILES: CC[C@@H](Br)c1nc2c(CCCS(=O)(=O)O)c(OC[C@H](C)C(C)C)c(N)c(B(O)OC)c2nc1[C@@H](C)CC.OCCO.OCCO.OCCO.OCCO.OCCO.OCCO.OCCO.OCCO
- E_tot: -175025.6186 eV
- Spin multiplicity: 1
- LUMO level: 0.03 eV
- E_HOMO: -7.9 eV
- Kohn-Sham gap: 7.97 eV
- Molar mass: 1098.95 g mol⁻¹

Atoms and positions in Å:
1 C 0.891456 4.379829 1.478801
2 C -0.196887 3.570153 2.290884
3 C -0.846596 2.368291 1.514090
4 Br -1.947523 3.197145 0.051670
5 C 0.213268 1.423960 0.809449
6 N 0.238934 1.466118 -0.539226
7 C 1.143934 0.600311 -1.117553
8 C 1.179567 0.567272 -2.617504
9 C 0.165087 1.474075 -3.356888
10 C -1.204098 0.710240 -3.685320
11 C -1.997322 1.696306 -4.666217
12 S -3.771790 1.867020 -4.253808
13 O -4.321364 0.764542 -3.483757
14 O -4.520930 2.055376 -5.500365
15 O -3.965204 3.297759 -3.413694
16 C 2.079244 -0.292625 -3.339489
17 O 2.178072 -0.435928 -4.716198
18 C 2.675436 0.706906 -5.432980
19 C 3.967711 1.430945 -4.884854
20 C 5.134799 0.452018 -4.436826
21 C 3.689933 2.575477 -3.805552
22 C 2.735716 3.718811 -4.332032
23 C 5.125475 3.265109 -3.568237
24 C 2.981706 -1.184497 -2.499251
25 N 3.896714 -2.140332 -3.101431
26 C 2.959094 -1.153084 -1.057350
27 B 3.957316 -2.124821 -0.226614
28 O 5.188094 -1.705349 0.284980
29 O 3.509271 -3.456279 -0.045057
30 C 4.505176 -4.421682 -0.447902
31 C 2.018612 -0.243386 -0.309185
32 N 2.054133 -0.331329 1.076014
33 C 1.113899 0.509732 1.580727
34 C 0.977271 0.522948 3.160287
35 C -0.426094 -0.009946 3.666826
36 C 2.097064 -0.450211 3.771019
37 C 1.722907 -1.979061 3.675934
38 H 1.470060 3.780060 0.733965
39 H 1.611886 4.820904 2.241426
40 H 0.364764 5.260824 1.010639
41 H 0.210665 3.296169 3.302239
42 H -1.037784 4.295350 2.502300
43 H -1.582331 1.776272 2.111840
44 H 0.519232 1.902644 -4.326404
45 H -0.155239 2.360513 -2.732532
46 H -1.820729 0.692382 -2.740855
47 H -1.040569 -0.302378 -4.121585
48 H -1.541384 2.724202 -4.537265
49 H -1.856890 1.414520 -5.746173
50 H -3.137763 3.810645 -3.492681
51 H 2.951253 0.326347 -6.462782
52 H 1.906730 1.508537 -5.634808
53 H 4.397565 1.996002 -5.769393
54 H 5.188852 0.367056 -3.321192
55 H 6.107327 0.887961 -4.809731
56 H 5.051888 -0.546556 -4.949835
57 H 3.408108 2.159767 -2.800925
58 H 3.137472 4.755007 -4.195522
59 H 1.740353 3.697323 -3.799327
60 H 2.562804 3.558219 -5.434424
61 H 4.963934 4.329138 -3.221738
62 H 5.733209 3.334608 -4.506480
63 H 5.675287 2.767270 -2.718092
64 H 3.796360 -2.100450 -4.118373
65 H 4.861211 -1.865244 -2.906499
66 H 5.502500 -0.910912 -0.185071
67 H 4.790183 -5.012854 0.469771
68 H 4.033387 -5.093238 -1.219289
69 H 5.420594 -3.965531 -0.913241
70 H 1.243916 1.539869 3.570829
71 H -1.060483 0.894674 3.905962
72 H -0.366063 -0.571129 4.639450
73 H -0.863466 -0.631671 2.844592
74 H 2.121781 -0.193470 4.875319
75 H 3.119625 -0.232897 3.368168
76 H 1.171707 -2.186776 2.712593
77 H 1.036024 -2.310488 4.505343
78 H 2.621264 -2.659472 3.709026
79 O -0.887545 -2.284462 -2.336472
80 C -1.631674 -1.696189 -1.266913
81 C -1.699746 -2.667871 -0.103322
82 O -0.385144 -3.007019 0.325942
83 H -1.425144 -2.999590 -2.702478
84 H -1.104734 -0.787344 -0.971804
85 H -2.630635 -1.430609 -1.626502
86 H -2.238263 -2.233401 0.741720
87 H -2.199259 -3.594902 -0.408453
88 H 0.152684 -3.066220 -0.478641
89 O -3.633151 -6.753265 -4.640337
90 C -3.218613 -5.563234 -5.308937
91 C -3.769364 -4.355922 -4.572298
92 O -3.317062 -4.366072 -3.221274
93 H -4.588150 -6.847667 -4.780129
94 H -2.127186 -5.553118 -5.296231
95 H -3.564370 -5.590608 -6.346643
96 H -3.444420 -3.425086 -5.040505
97 H -4.864034 -4.384412 -4.554894
98 H -3.319013 -5.295816 -2.947487
99 O -4.374073 -3.462029 5.800680
100 C -4.312393 -3.355956 4.375959
101 C -3.981714 -1.925431 3.987142
102 O -2.747651 -1.532121 4.571997
103 H -5.162037 -2.987063 6.092127
104 H -3.526214 -4.033207 4.039883
105 H -5.267817 -3.675678 3.949004
106 H -3.899354 -1.821584 2.903227
107 H -4.756527 -1.240636 4.355236
108 H -2.724260 -1.936908 5.456743
109 O -0.681412 -0.890213 9.394891
110 C -0.964864 -2.291165 9.430330
111 C -2.077468 -2.605864 8.447692
112 O -1.696579 -2.198231 7.139516
113 H -1.433623 -0.431480 9.789320
114 H -0.047706 -2.808677 9.146185
115 H -1.237859 -2.579548 10.449364
116 H -2.296533 -3.674113 8.427943
117 H -2.989840 -2.058292 8.713287
118 H -1.203259 -1.370967 7.250403
119 O -4.642106 6.004066 -1.356492
120 C -5.414588 6.599402 -0.309751
121 C -5.516521 5.630633 0.854749
122 O -4.217039 5.289052 1.315253
123 H -5.168278 5.287730 -1.735738
124 H -4.892559 7.507714 -0.005676
125 H -6.402594 6.866403 -0.696210
126 H -6.075471 6.067345 1.684315
127 H -6.010648 4.703634 0.538426
128 H -3.662383 5.227871 0.522394
129 O -8.052674 -8.749589 -2.792273
130 C -8.024525 -8.667864 -4.218405
131 C -7.721699 -7.240281 -4.634537
132 O -6.478146 -6.826286 -4.075832
133 H -8.840255 -8.280430 -2.489391
134 H -7.236580 -9.340233 -4.560449
135 H -8.983579 -9.006758 -4.619884
136 H -7.662040 -7.149911 -5.720088
137 H -8.495027 -6.559624 -4.260889
138 H -6.439171 -7.219871 -3.190403
139 O 3.769663 5.337069 3.163916
140 C 4.169854 5.432171 4.532882
141 C 5.353965 6.374821 4.647846
142 O 5.009006 7.653954 4.132179
143 H 4.459665 4.852089 2.695045
144 H 3.315925 5.822979 5.087989
145 H 4.414659 4.434100 4.907870
146 H 5.664453 6.492442 5.687201
147 H 6.201312 5.998280 4.060944
148 H 4.442231 7.487525 3.364680
149 O 5.266691 2.086929 3.195232
150 C 6.047586 2.780752 2.221257
151 C 6.619122 1.787950 1.226317
152 O 5.565092 1.062807 0.605766
153 H 5.874146 1.578611 3.747790
154 H 5.378193 3.480295 1.716483
155 H 6.839894 3.342032 2.725860
156 H 7.195187 2.295766 0.450943
157 H 7.265063 1.062876 1.735477
158 H 4.900847 0.910505 1.297293

Atoms 1-3, force components in eV/Å:
-0.24 0.69 1.06
-0.42 0.62 0.03
0.99 -0.10 -0.39

Atom charges from the Mulliken analysis, given in e for atoms 1 to 99: -0.49, -0.75, -0.21, -0.13, -0.67, 0.48, -0.97, 0.58, -1.61, 0.39, -1.08, 1.28, -0.58, -0.66, -0.38, 0.23, -0.67, -1.22, -0.05, -1.15, 1.75, -1.15, -1.43, -0.50, -0.44, 0.17, 1.17, -0.65, -0.30, -0.74, 0.15, 0.35, -0.34, 1.21, -1.28, -0.79, -0.87, 0.06, 0.07, 0.28, 0.38, 0.56, 0.53, 0.51, 0.47, 0.04, 0.29, 0.39, 0.27, 0.33, 0.42, 0.22, 0.69, 0.05, 0.40, 0.31, -0.50, 0.44, 0.09, 0.25, 0.48, 0.29, 0.20, 0.50, 0.25, 0.30, 0.24, 0.22, 0.26, 0.03, 0.38, 0.10, 0.34, 0.52, 0.16, 0.06, 0.23, 0.33, -0.51, 0.65, -0.14, -0.45, 0.17, -0.74, 0.47, -0.02, 0.30, 0.28, -0.55, -0.50, -0.20, -0.43, 0.38, 0.27, 0.32, 0.29, 0.20, 0.31, -0.49